Record 1
A molecular structure, C2HO2Tb in a non-equilibrium geometry, computed with ωB97M-V/def2-TZVPD.

Structure (XYZ):
```
6
C2HO2Tb ωB97M-V/def2-TZVPD
C 0.52272 -0.39533 -0.91726
C 0.42970 -1.40622 -1.60057
H 0.40939 -2.22912 -2.28811
O -1.65560 1.76892 3.15109
Tb -0.23473 1.73196 1.72361
O 0.52851 0.52978 -0.06876
```

HOMO energy (alpha / beta) (eV): -7.99 / -7.99
LUMO level (alpha / beta) (eV): -2.01 / -1.44
Multiplicity: 7

=====

Record 2
A molecular structure, C2HO2Yb in a non-equilibrium geometry, computed with ωB97M-V/def2-TZVPD.

Structure (XYZ):
```
6
C2HO2Yb ωB97M-V/def2-TZVPD
O 3.63703 -0.75307 0.06032
C 2.57557 -0.69050 0.58526
C -1.85876 0.36767 -0.52256
O -1.71328 0.90596 0.60337
H -2.78320 0.67966 -1.07111
Yb 0.14264 -0.50971 0.34471
```

Relative energy (zero: lowest compared OMol25 entry of this formula, charge and spin) (kcal per mole): 0.0
HOMO energy (alpha / beta) (eV): -5.20 / -7.95
LUMO level (alpha / beta) (eV): -0.73 / -0.83
Multiplicity: 2

=====

Record 3
2 unconnected molecules or ions with the total composition C2HO3PS in a non-equilibrium geometry, computed with ωB97M-V/def2-TZVPD.

Structure (XYZ):
```
8
C2HO3PS ωB97M-V/def2-TZVPD
C -0.80777 -1.10520 1.53672
C 0.01646 -0.43776 0.94418
O 0.54469 -2.29117 4.52144
O -0.23664 0.07319 4.89185
O 2.13853 -0.33414 4.10732
P 0.79953 -0.85657 4.38454
S 1.48326 0.22669 0.07398
H 1.39482 -1.00341 -0.57386
```

Relative energy (zero: lowest compared OMol25 entry of this formula, charge and spin) (kcal per mole): 19.5
HOMO energy (eV): -0.44
LUMO level (eV): 5.40
Charge: -2
Multiplicity: 1

=====

Record 4
A molecular structure, C2HO3S2 in a non-equilibrium geometry, computed with ωB97M-V/def2-TZVPD.

Structure (XYZ):
```
8
C2HO3S2 ωB97M-V/def2-TZVPD
C 0.03955 -1.03842 -0.01834
C 0.82173 0.17924 -0.13636
O 0.37659 -2.20863 -0.22605
O -1.23219 -0.82647 0.26830
O -1.36484 1.88048 -0.09618
S 2.51732 0.13008 0.08704
S 0.22535 1.73037 -0.04186
H -1.38351 0.15335 0.16345
```

Relative energy (zero: lowest compared OMol25 entry of this formula, charge and spin) (kcal per mole): 16.8
HOMO energy (alpha / beta) (eV): -3.77 / -3.77
LUMO level (alpha / beta) (eV): 3.01 / 3.01
Charge: -1
Multiplicity: 1

=====

Record 5
A molecular structure, C2HO3Yb in a non-equilibrium geometry, computed with ωB97M-V/def2-TZVPD.

Structure (XYZ):
```
7
C2HO3Yb ωB97M-V/def2-TZVPD
C -1.20851 -0.30181 0.64162
O -2.36198 -0.43032 0.60040
C 1.04692 0.51241 0.05684
O -0.14356 1.02482 0.26662
O 1.68427 -0.46812 -0.36161
Yb 0.88033 0.17721 -2.47489
H 0.10252 -0.51419 1.27101
```

Relative energy (zero: lowest compared OMol25 entry of this formula, charge and spin) (kcal per mole): 98.4
HOMO energy (alpha / beta) (eV): -10.89 / -10.82
LUMO level (alpha / beta) (eV): -5.87 / -5.82
Charge: +1
Multiplicity: 1

=====

Record 6
A gas-phase ion, C2HO4S (charge -1) in a non-equilibrium geometry, computed with ωB97M-V/def2-TZVPD.

Structure (XYZ):
```
8
C2HO4S ωB97M-V/def2-TZVPD
C -0.29593 0.41256 0.83540
C 0.79634 0.94986 0.19091
O -0.04148 -2.56320 -0.27798
O 1.64583 1.78784 0.36521
O -1.73987 -0.49979 -1.31557
O 0.66007 0.27326 -1.13303
S -0.53464 -0.61623 -0.53777
H -0.49032 0.25570 1.87282
```

Relative energy (zero: lowest compared OMol25 entry of this formula, charge and spin) (kcal per mole): 93.1
HOMO energy (alpha / beta) (eV): -4.81 / -4.81
LUMO level (alpha / beta) (eV): 3.90 / 3.90
Charge: -1
Multiplicity: 1